#one
The following is a DFT calculation (the ωB97M-V functional and the def2-TZVPD basis) of the ion C3H3O3 with charge -1.

```
9
Properties=species:S:1:pos:R:3:mulliken_charge:R:1
C -0.1046 0.3219 -0.1897 -0.4972
C 0.8532 -0.5959 0.0092 0.1388
C -1.8052 0.0262 -0.0579 0.4658
O -2.5020 0.3378 -1.0422 -0.6730
O -2.0606 -0.4739 1.0665 -0.6607
O 2.2098 -0.1536 0.1787 -0.5544
H 0.3291 1.2806 -0.2337 0.0815
H 0.7875 -1.6237 0.0432 0.4048
H 2.2929 0.8806 0.2259 0.2943
```

M   87.054 g/mol
Charge   -1
SMILES   O=C([O-])/C=C/O
Multiplicity   1
HOMO   -4.0 eV


#two
The following is a DFT calculation (the ωB97M-V functional and the def2-TZVPD basis) of a cluster of 2 separate species, C3H3O3 in total.

```
9
Properties=species:S:1:pos:R:3:mulliken_charge:R:1
C 0.6992 -1.3024 -0.5207 -0.4728
C -2.3994 0.6970 0.1646 0.3366
C 1.3058 0.0891 0.0023 -0.7723
O -2.0476 1.6898 -0.2786 -0.2267
O 1.2803 -2.3352 -0.0768 -0.3586
O -2.9573 -0.2182 0.5365 -0.1822
H 2.1468 -0.0764 0.6055 0.4026
H 0.4654 0.7322 0.3905 0.0270
H 1.5067 0.7242 -0.8233 0.2464
```

M   87.054 g/mol
Charge   -1
Multiplicity   1
HOMO   -1.1 eV


#three
The following is a DFT calculation (the ωB97M-V functional and the def2-TZVPD basis) of a cluster of 2 separate species, C3H3O3 in total.

```
9
Properties=species:S:1:pos:R:3:mulliken_charge:R:1
C -0.4468 -1.0441 1.1829 -0.5089
C 0.1383 -0.3706 0.2060 -0.3408
C -3.8863 0.1125 0.2955 0.6825
O -3.5668 0.2689 -0.8150 -0.3374
O -4.2372 0.3107 1.3913 -0.3630
O -0.4787 -0.3015 -1.2967 -0.6501
H -1.3623 -1.4327 0.7573 0.0037
H 1.1529 0.0788 0.2670 0.2590
H -1.3676 -0.5391 -1.0007 0.2550
```

M   87.054 g/mol
Charge   -1
Multiplicity   1
HOMO   -2.4 eV


Short version: #one, #two, #three, most stable first.


#one
The following is a DFT calculation (the ωB97M-V functional and the def2-TZVPD basis) of the molecule C21H22O5.

```
48
Properties=species:S:1:pos:R:3:mulliken_charge:R:1
C 1.9622 -3.3173 -0.6623 -0.4127
O 1.6162 -2.2614 0.2408 -0.2704
C 1.8078 -0.9500 0.0030 -0.3530
C 2.5211 -0.3144 1.1531 0.2377
C 3.3071 0.8178 0.9515 -0.1664
C 3.9637 1.4313 2.0328 -0.6796
C 3.8739 0.8753 3.3208 -0.5085
C 3.0991 -0.2846 3.4981 -0.7343
C 2.4305 -0.8848 2.4106 -0.2867
H 1.7119 -4.2358 -0.1388 0.2776
H 1.3338 -3.3054 -1.5511 -0.0283
H 3.0250 -3.2887 -0.9270 0.3104
H 2.3641 -0.6927 -0.9564 0.5343
H 3.3064 1.2218 -0.0636 0.3691
H 4.5857 2.3103 1.8173 0.3800
H 4.5028 1.2588 4.1364 0.3677
H 3.0629 -0.7790 4.4628 0.3879
H 1.7658 -1.7359 2.5223 0.4642
C -2.3505 -0.6496 -2.3350 -1.0088
C -0.9778 -1.3597 -2.2935 1.3046
C -0.8467 -2.3993 -3.3983 -1.6144
O 0.1390 -0.4300 -2.4478 -0.3077
C 0.3648 0.4478 -1.4227 -0.2177
O 0.7944 1.5855 -1.6312 -0.6347
C 0.1682 -0.0961 -0.0359 2.4410
C -0.3190 0.9923 0.9052 -1.9869
C -1.6696 1.7414 0.6974 -0.3890
C -2.8492 1.3515 1.3474 0.0671
C -4.0664 2.0350 1.1630 -0.6972
C -4.1318 3.1621 0.3227 -0.3782
C -2.9486 3.5866 -0.2988 -0.7369
C -1.7452 2.8857 -0.1066 0.0099
C -0.7179 -1.3222 0.1094 0.1761
O -1.1391 -1.6815 1.2072 -0.6366
O -0.8405 -2.0896 -1.0151 -0.2830
H -2.4345 0.1119 -1.5388 -0.0969
H -2.5381 -0.1534 -3.3098 0.4087
H -3.1667 -1.3934 -2.2256 0.3866
H 0.1517 -2.8527 -3.3731 0.3370
H -1.6307 -3.1547 -3.2434 0.3451
H -1.0046 -1.9116 -4.3692 0.3913
H -0.3461 0.5188 1.8879 0.6551
H 0.5011 1.7136 0.8958 0.6732
H -2.8276 0.4445 1.9548 0.3925
H -4.9570 1.6790 1.6929 0.3634
H -5.0711 3.7207 0.2010 0.3758
H -2.9336 4.4761 -0.9402 0.3597
H -0.8472 3.1759 -0.6501 0.4117
```

M   354.402 g/mol
SMILES   CO[C@H](c1ccccc1)C1(Cc2ccccc2)C(=O)OC(C)(C)OC1=O
Multiplicity   1
HOMO   -9.1 eV


#two
The following is a DFT calculation (the ωB97M-V functional and the def2-TZVPD basis) of the molecule C21H22O5.

```
48
Properties=species:S:1:pos:R:3:mulliken_charge:R:1
C -6.6785 -1.1734 1.2549 -0.7948
O -5.9033 0.0393 1.5159 -0.4541
C -4.7140 0.2016 0.8867 0.9300
C -3.9929 1.4072 1.1256 -0.8857
C -2.8092 1.6646 0.4525 0.0701
C -2.2389 0.7380 -0.4492 -0.1756
C -1.0165 1.0740 -1.3183 -1.9441
C 0.3976 0.5891 -0.9416 2.8313
C 0.3394 -0.8893 -0.6555 -0.6216
O -0.3469 -1.6897 -1.2793 -0.6141
O 1.3188 -1.3423 0.1826 -0.2244
C 1.5689 -0.5725 1.3939 1.4687
C 0.3495 -0.6612 2.2767 -1.1776
C 2.8900 -1.0544 1.9350 -1.4441
O 1.7756 0.8315 1.0563 -0.2304
C 0.8795 1.4299 0.2097 -0.6265
O 0.7278 2.6489 0.2586 -0.6491
C -2.9543 -0.4442 -0.6736 -0.3191
C -4.1575 -0.7379 -0.0243 -0.6113
H -7.5549 -1.0839 1.9080 0.2373
H -7.0049 -1.2264 0.2003 0.3292
H -6.1063 -2.0813 1.5174 0.3226
H -4.4369 2.1364 1.8014 0.3944
H -2.3105 2.6175 0.6038 0.4154
H -1.2194 0.6649 -2.3220 0.4532
H -0.9652 2.1707 -1.3894 0.5525
H -0.5511 -0.2636 1.7812 -0.0012
H 0.1849 -1.7088 2.5310 0.3923
H 0.5344 -0.0912 3.1890 0.4032
H 3.6604 -0.8858 1.1796 0.2695
H 3.1327 -0.4912 2.8353 0.3383
H 2.8176 -2.1174 2.1539 0.3534
H -2.5804 -1.1714 -1.3903 0.3999
H -4.7080 -1.6645 -0.2541 0.3143
C 2.0332 0.6784 -1.7826 0.5732
C 2.4821 -0.6613 -2.0821 -0.3245
C 3.7328 -1.2407 -2.1007 -0.5366
C 4.9306 -0.8176 -1.4951 -0.3483
C 5.1954 0.4314 -0.9721 -0.3245
C 4.3281 1.5333 -0.9474 -0.5671
C 2.9689 1.5771 -1.1343 -0.4287
H 1.2817 1.1345 -2.4919 0.4297
H 1.6832 -1.3232 -2.4316 0.2499
H 3.7673 -2.2317 -2.5767 0.3017
H 5.7586 -1.5446 -1.5206 0.3340
H 6.2144 0.6165 -0.6088 0.3549
H 4.7778 2.4841 -0.6390 0.3131
H 2.5184 2.5007 -0.7687 0.2714
```

M   354.402 g/mol
SMILES   COc1ccc(CC2(C3C=CC=CC=C3)C(=O)OC(C)(C)OC2=O)cc1
Multiplicity   1
HOMO   -7.7 eV


Short version: #one, #two, most stable first.